(1)
Below is 2 unconnected molecules or ions with the total composition C5H6NOS2 in a non-equilibrium geometry, with properties calculated with wB97M-V/def2-TZVPD.

Output
Kohn-Sham gap: 7.12 eV
Relative energy (zero: lowest compared OMol25 entry of this formula, charge and spin): 0.0 kJ/mol
E: -1120.5445 Eh

```
! RIJCOSX wB97M-V def2-TZVPD def2/J DEFGRID3
* xyz -1 1
C 1.893 1.432 0.006
C 2.168 -1.033 0.395
C -1.368 0.728 -1.249
C -1.217 -0.372 -0.536
C -1.414 -0.445 0.942
N 2.339 0.334 -0.047
O 2.007 -1.196 1.588
S 1.456 2.935 -0.066
S 2.232 -2.095 -0.876
H -1.665 1.662 -0.797
H -1.170 0.758 -2.307
H -0.898 -1.295 -1.007
H -2.114 -1.242 1.197
H -1.788 0.502 1.335
H -0.460 -0.673 1.422
*
```

(2)
Below is C5H6O in the gas phase in a non-equilibrium geometry, with properties calculated with wB97M-V/def2-TZVPD.

Output
Kohn-Sham gap: 8.82 eV
Relative energy (zero: lowest compared OMol25 entry of this formula, charge and spin): 519.3 kJ/mol
E: -269.1484 Eh

```
! RIJCOSX wB97M-V def2-TZVPD def2/J DEFGRID3
* xyz 0 1
O -2.589 -0.098 -0.673
C -2.140 -0.262 0.434
C -0.687 -0.073 0.798
C 0.202 0.289 -0.380
C 1.594 0.219 -0.241
C 2.799 -0.051 -0.238
H -2.803 -0.553 1.280
H -0.331 -0.969 1.319
H -0.669 0.720 1.578
H 1.195 -0.672 -1.068
H -0.199 1.094 -1.006
H 3.728 0.286 0.158
*
```

Among the records above, which one has the lowest E? C5H6NOS2

Which formula does entry 2 have? C5H6O

What is the formula in the first record? C5H6NOS2

What is the E in the second record? -269.1484 Eh